{"formula": "C9H11F2NO", "method": "ωB97M-V with the def2-TZVPD basis set", "homo_energy_ha": -0.340, "orbital_gap_ev": 9.9, "de_lowest_kj_mol": 590.71, "total_charge": 0, "largest_force_ev_per_a": 5.269, "smiles": "[H]/N=C/[C@@H](F)/C=C(/CCO)[C@H]1C=C1F", "symbols": ["C", "C", "C", "C", "C", "C", "C", "C", "C", "N", "O", "F", "F", "H", "H", "H", "H", "H", "H", "H", "H", "H", "H", "H"], "positions_angstrom": [[-0.09243, 1.26773, 0.52841], [0.39615, 0.02648, 0.27091], [-2.20845, 1.84252, -0.23371], [-1.76325, -1.35425, -0.20789], [-1.54941, 1.53476, 1.01622], [-0.39170, -1.24608, 0.47877], [-0.79415, -2.08382, -0.71663], [1.76272, -0.07764, -0.30592], [2.50259, -1.21688, 0.21875], [-2.50950, 2.98718, -0.61274], [3.91939, -1.16287, 0.12049], [-2.11859, 0.50569, 1.67830], [-0.34805, -2.76431, -1.73288], [0.53126, 2.18945, 0.38077], [-2.75619, -1.26158, -0.10111], [-2.44581, 0.78419, -0.82006], [-1.48554, 2.42433, 1.67995], [-0.27378, -1.73161, 1.38778], [2.14134, 0.87159, -0.19355], [1.68791, -0.12314, -1.39793], [2.07350, -2.17231, -0.24830], [2.34211, -1.37776, 1.22555], [-2.86241, 3.11567, -1.57724], [4.24228, -0.97731, -0.83792]]}

---

{"formula": "C9H11FN6O3", "method": "ωB97M-V with the def2-TZVPD basis set", "homo_energy_ha": -0.365, "orbital_gap_ev": 9.2, "total_charge": 0, "largest_force_ev_per_a": 3.892, "smiles": "O=[N+]([O-])c1nccn1Cc1cn([C@H](CO)CF)nn1", "symbols": ["O", "O", "F", "N", "N", "N", "O", "C", "C", "C", "C", "C", "N", "N", "N", "C", "C", "C", "C", "H", "H", "H", "H", "H", "H", "H", "H", "H", "H", "H"], "positions_angstrom": [[3.25318, -3.05197, 1.70325], [3.50817, -0.97132, 2.11199], [-1.02338, -0.58009, -4.22467], [1.33451, 2.24993, 0.28605], [0.87168, 2.35029, -0.98938], [0.58978, -2.97018, 2.23036], [-2.28531, 2.83588, -2.05434], [1.38410, -1.86782, 2.18833], [-0.65241, -2.59497, 2.55891], [-0.67979, -1.25278, 2.56025], [-0.20278, 0.65846, -0.08971], [0.70047, 1.23928, 0.82900], [0.58754, -0.73998, 2.37410], [0.02462, 1.26204, -1.27251], [2.80216, -1.97826, 1.96312], [0.93265, 0.70060, 2.25695], [-0.35262, -0.55693, -3.03006], [-2.01773, 1.46900, -2.49488], [-0.55085, 0.95019, -2.57595], [-1.68634, 3.11194, -1.41799], [-1.43303, -3.27463, 2.75411], [-1.55945, -0.65075, 2.64474], [-0.67536, -0.25889, 0.11961], [1.97174, 0.87097, 2.65690], [0.25054, 1.30358, 2.87724], [0.73458, -0.86014, -3.07545], [-0.87971, -1.15653, -2.25697], [-2.55703, 0.74929, -1.86638], [-2.47019, 1.44808, -3.45099], [0.08023, 1.56573, -3.31562]]}

---

{"formula": "C9H11FeNO2", "method": "ωB97M-V with the def2-TZVPD basis set", "homo_energy_ha": [0.085, 0.030], "orbital_gap_ev": [4.0, 5.4], "s_squared": 6.143, "de_lowest_kj_mol": 70.19, "total_charge": -2, "multiplicity": 5, "largest_force_ev_per_a": 8.136, "symbols": ["C", "C", "C", "C", "C", "Fe", "C", "C", "C", "N", "H", "H", "H", "H", "H", "H", "H", "H", "H", "H", "O", "C", "O", "H"], "positions_angstrom": [[1.26711, -1.22600, -1.29535], [-0.14169, -1.21378, -1.58603], [-0.81356, -1.89502, -0.51698], [0.15117, -2.27226, 0.45388], [1.43170, -1.84465, 0.00409], [0.40713, -0.17816, 0.09404], [-1.23893, 1.41614, -0.34899], [-0.03515, 1.57902, -0.96292], [0.82969, 2.34312, -1.63795], [1.73693, 0.52851, 0.64368], [-1.88658, -2.06546, -0.43421], [-0.61864, -0.74584, -2.44324], [-0.02753, -2.80946, 1.38133], [2.35161, -2.01370, 0.54227], [2.04932, -0.81081, -1.90269], [-2.09215, 0.91165, -0.83877], [2.41651, 1.08575, 1.16806], [-1.50942, 2.06178, 0.50386], [0.47040, 3.17169, -2.25959], [1.91112, 2.18308, -1.59873], [-2.60399, 0.29158, 3.58535], [-1.67590, 0.43381, 2.78348], [-1.18841, -0.38205, 1.92973], [-1.19075, 1.45109, 2.73568]]}

---

{"formula": "C9H11N2", "method": "ωB97M-V with the def2-TZVPD basis set", "homo_energy_ha": -0.493, "orbital_gap_ev": 9.7, "de_lowest_kj_mol": 308.25, "total_charge": 1, "largest_force_ev_per_a": 4.419, "smiles": "C[N@@+]1(N)C=Cc2ccccc21", "symbols": ["C", "C", "C", "C", "C", "C", "C", "C", "C", "N", "N", "H", "H", "H", "H", "H", "H", "H", "H", "H", "H", "H"], "positions_angstrom": [[-1.23514, -2.42340, 1.03831], [-1.93772, -1.75496, 0.07791], [0.10464, -2.07615, 1.36512], [-1.47961, -0.57493, -0.36693], [0.66295, -0.91206, 0.77172], [-0.20053, -0.18233, -0.03480], [1.89523, -0.06767, 0.87278], [1.75418, 1.03896, 0.20601], [-0.24971, 2.33070, -0.18688], [0.62667, 0.98976, -1.92588], [0.45557, 1.12326, -0.54673], [-1.69893, -3.39556, 1.30592], [-2.95732, -2.16278, -0.18660], [0.63364, -2.66991, 2.03620], [-1.84432, 0.05546, -1.18450], [2.55999, -0.46199, 1.49134], [2.29199, 1.90455, -0.09519], [0.18020, 3.16249, -0.71167], [-1.34045, 2.21462, -0.46657], [-0.27787, 2.42158, 0.89161], [0.66060, -0.04577, -2.14614], [1.39596, 1.48615, -2.20503]]}

---

{"formula": "C9H11N2", "method": "ωB97M-V with the def2-TZVPD basis set", "homo_energy_ha": -0.463, "orbital_gap_ev": 8.5, "de_lowest_kj_mol": 412.28, "total_charge": 1, "largest_force_ev_per_a": 7.502, "smiles": "CC#[N+][C@@H]1C=CC=C/C1=N\\C", "symbols": ["C", "C", "C", "C", "C", "C", "C", "C", "C", "N", "N", "H", "H", "H", "H", "H", "H", "H", "H", "H", "H", "H"], "positions_angstrom": [[0.87701, -2.26003, -1.25044], [1.61677, -1.96713, -0.05390], [-0.07778, -1.44770, -1.69454], [1.64112, -0.72556, 0.36214], [-0.27261, -0.08884, -1.16651], [0.92863, 0.42272, -0.18257], [-2.14686, 0.30622, 0.41608], [-2.97495, 1.00134, 1.24130], [2.02177, 2.23897, 0.80728], [-1.38781, -0.15182, -0.35915], [1.04963, 1.63251, -0.02631], [1.12604, -3.23737, -1.60900], [2.10782, -2.79512, 0.41624], [-0.47978, -1.69214, -2.64809], [2.03053, -0.48996, 1.35924], [-0.40019, 0.58018, -2.02084], [-2.27614, 1.59854, 1.93569], [-3.55762, 0.28462, 1.86459], [-3.62161, 1.46971, 0.60799], [1.43754, 2.98722, 1.40565], [2.86758, 2.69502, 0.30179], [2.50637, 1.53893, 1.47204]]}

---

{"formula": "C9H11N2O", "method": "ωB97M-V with the def2-TZVPD basis set", "homo_energy_ha": -0.465, "orbital_gap_ev": 8.0, "de_lowest_kj_mol": 342.62, "total_charge": 1, "largest_force_ev_per_a": 4.979, "smiles": "Cc1ccccc[nH+]c[nH]c1=O", "symbols": ["C", "C", "C", "C", "C", "C", "C", "C", "C", "N", "N", "O", "H", "H", "H", "H", "H", "H", "H", "H", "H", "H", "H"], "positions_angstrom": [[-1.59033, -1.29410, 0.21380], [-0.66982, -1.67713, 1.11102], [-1.05003, -0.60386, -1.02238], [0.70096, -1.49976, 0.76938], [-1.34363, 1.66364, 0.79606], [0.91195, 0.98561, 0.15475], [-1.04723, 0.68008, -1.36783], [1.23157, -0.41252, 0.03948], [2.63445, -0.63505, -0.50432], [-0.17431, 1.22395, 1.20661], [-1.65903, 1.69889, -0.50711], [1.42106, 1.98735, -0.20769], [-2.73825, -1.45588, 0.13216], [-1.09826, -2.18506, 1.91898], [-0.55548, -1.10270, -1.85302], [1.15386, -2.42886, 0.82546], [-1.80506, 2.33105, 1.52182], [-0.79458, 1.03041, -2.42362], [3.24874, -1.24177, 0.15826], [3.00052, 0.37718, -0.81737], [2.54238, -1.07737, -1.49307], [-0.04273, 1.20327, 2.17100], [-2.27675, 2.43265, -0.82238]]}